# 1
Below is a structure of composition C22H37O2PbSi in a non-equilibrium geometry, with properties calculated with ωB97M-V with the def2-TZVPD basis set.

Cartesian coordinates (Å):
O: 0.06892 0.65429 -4.88785
C: 0.95635 1.76563 -5.23599
C: -0.28282 2.71698 -5.06928
H: 1.35133 1.67530 -6.25832
H: 1.82334 1.78620 -4.55098
C: -0.99084 1.54281 -4.40790
H: -0.62902 2.98095 -6.07982
H: -0.27491 3.62351 -4.40752
C: -2.33717 1.13510 -4.94541
H: -2.32982 0.79575 -5.98937
H: -2.93554 2.05362 -4.88955
H: -2.83635 0.39839 -4.28774
C: -1.08528 1.54489 -2.87404
H: -0.14632 1.72303 -2.35027
H: -1.46860 0.57082 -2.48420
H: -1.76862 2.33624 -2.51857
Pb: 1.34845 -1.29863 -1.99920
C: 0.99225 1.23563 1.34745
C: 1.95203 0.20908 1.26379
C: 2.74642 0.44056 0.10532
H: 2.06166 -0.61613 1.96604
C: 2.21704 1.59672 -0.55068
C: 1.06893 2.01374 0.16698
H: 0.34988 2.77948 -0.13274
H: 0.33886 1.43700 2.19231
H: 3.68015 -0.07270 -0.12323
H: 2.66036 2.10636 -1.40443
C: -1.12549 -0.68192 1.48638
C: -1.70749 0.50485 0.96839
C: -2.42901 0.15870 -0.19915
H: -1.64689 1.51481 1.35957
C: -2.33076 -1.25044 -0.38083
C: -1.57407 -1.77206 0.70389
H: -1.39677 -2.82967 0.89571
H: -0.41470 -0.76809 2.31771
H: -2.96635 0.86767 -0.82548
H: -2.72516 -1.83410 -1.20444
O: 0.21071 -1.65294 -5.83011
C: -0.07284 -0.99447 -7.14287
C: 0.60018 -1.77710 -8.31614
H: 0.30598 0.04223 -7.13688
H: -1.16913 -0.93497 -7.30117
C: 1.51180 -2.77589 -7.62274
H: 1.14011 -1.15233 -9.04405
H: -0.16107 -2.30075 -8.89573
C: 1.21165 -2.66150 -6.09213
H: 2.54543 -2.50249 -7.81692
H: 1.39468 -3.77076 -8.04510
H: 2.15148 -2.27864 -5.63870
H: 0.81890 -3.59310 -5.61906
C: 3.28041 -3.18016 -0.73351
Si: 1.49418 -3.05722 -0.19493
C: 0.41423 -4.33939 -1.03473
C: 1.30292 -3.07467 1.65119
H: 3.50739 -2.85025 -1.76861
H: 3.42997 -4.27371 -0.66043
H: 3.95503 -2.64664 -0.04663
H: 0.93824 -5.31276 -1.00599
H: -0.54412 -4.42326 -0.49275
H: 0.19436 -4.07856 -2.08889
H: 1.63296 -4.07232 1.98696
H: 1.92603 -2.31002 2.12608
H: 0.26805 -2.90130 1.96728

Properties
Lowest unoccupied orbital energy (alpha / beta) in Eh: -0.2307 / -0.2238
ΔE to the lowest compared entry with this formula, charge and spin in kcal/mol: 3.46
Total charge: +1
Highest occupied orbital energy (alpha / beta) in eV: -10.580 / -10.352
Multiplicity: 1

Atomic charges from the Löwdin analysis, expressed in e, are listed below:
1 O -0.19
2 C -0.12
3 C -0.06
4 H 0.11
5 H 0.11
6 C -0.56
7 H 0.12
8 H 0.13
9 C -0.01
10 H 0.09
11 H 0.10
12 H 0.09
13 C -0.04
14 H 0.05
15 H 0.06
16 H 0.10
17 Pb 1.20
18 C -0.11
19 C -0.12
20 C -0.20
21 H 0.07
22 C -0.15
23 C -0.12
24 H 0.11
25 H 0.11
26 H 0.09
27 H 0.11
28 C -0.08
29 C -0.05
30 C -0.06
31 H 0.12
32 C -0.02
33 C -0.10
34 H 0.09
35 H 0.11
36 H 0.11
37 H 0.12
38 O -0.20
39 C -0.15
40 C -0.16
41 H 0.09
42 H 0.11
43 C -0.16
44 H 0.11
45 H 0.10
46 C -0.19
47 H 0.10
48 H 0.11
49 H 0.10
50 H 0.12
51 C -0.26
52 Si 0.23
53 C -0.24
54 C -0.19
55 H 0.01
56 H 0.06
57 H 0.05
58 H 0.05
59 H 0.03
60 H 0.02
61 H 0.06
62 H 0.01
63 H 0.01

---

# 2
Below is a cluster of 3 separate species, C22H38F6NO7P in total in a non-equilibrium geometry, with properties calculated with ωB97M-V with the def2-TZVPD basis set.

Cartesian coordinates (Å):
C: -4.43865 3.20316 -2.50631
C: -3.79324 1.96730 -1.68361
C: -4.71256 1.73151 -0.37929
C: -6.04001 0.97022 -0.83880
P: -3.73406 0.78023 0.97433
C: -3.11416 -0.76942 0.07368
C: -3.02349 -2.08027 1.03036
C: -1.55548 -2.37887 1.58505
C: -1.71407 -3.00700 3.07551
C: -2.20221 -1.91955 4.15186
O: -3.03156 -2.48148 5.21030
C: -4.37259 -2.33443 4.71911
C: -5.21448 -0.97768 4.84913
O: -4.86083 -3.32104 4.13726
C: -2.33280 1.96833 1.42798
C: -1.14159 1.32176 2.29137
C: 0.17452 1.36749 1.39730
N: 0.64943 0.31374 0.49033
O: 0.85411 2.42366 1.43687
H: -5.24230 2.79006 -3.20742
H: -3.63431 3.77721 -3.08111
H: -4.88581 3.93408 -1.76040
H: -2.72373 2.27611 -1.44153
H: -3.74294 1.01489 -2.32632
H: -4.92710 2.75704 0.08516
H: -5.83356 0.32648 -1.76429
H: -6.57180 0.39767 -0.00956
H: -6.79411 1.76535 -1.19575
H: -3.93080 -1.03076 -0.69744
H: -2.16199 -0.61281 -0.54340
H: -3.82127 -2.03831 1.83696
H: -3.29600 -2.95965 0.33786
H: -0.99284 -3.18950 0.99366
H: -0.86571 -1.47853 1.63390
H: -2.37109 -3.94222 3.04023
H: -0.68200 -3.36307 3.41742
H: -2.81680 -1.14763 3.57705
H: -1.28481 -1.37397 4.55819
H: -4.64865 -0.10314 4.38894
H: -6.16443 -1.12785 4.23784
H: -5.47604 -0.71981 5.92486
H: -1.88052 2.50490 0.52951
H: -2.80700 2.78867 2.08202
H: -0.95021 2.03440 3.17279
H: -1.37898 0.31138 2.75007
H: -0.16243 -0.13669 0.04607
H: 1.14821 -0.44134 0.97896
C: 2.72133 2.34964 -2.01136
C: 2.20722 1.17654 -2.82160
O: 2.43199 1.39087 -4.22570
C: 3.66878 1.10563 -4.67005
O: 4.56115 0.69920 -3.97544
C: 3.75830 1.33016 -6.17758
F: 3.19089 2.49098 -6.55978
F: 3.13402 0.35354 -6.86652
F: 5.02605 1.36209 -6.62097
H: 2.28129 3.28450 -2.36793
H: 2.47821 2.22379 -0.95421
H: 3.80502 2.45029 -2.10780
H: 1.12787 1.08425 -2.68653
H: 2.65446 0.23407 -2.49553
C: 7.40963 -0.05681 -1.76638
C: 7.54458 -1.56358 -1.67595
O: 7.67919 -1.98175 -0.30779
C: 6.53355 -2.08243 0.39169
O: 5.44262 -1.84512 -0.05323
C: 6.81719 -2.57957 1.80713
F: 7.86317 -1.94787 2.37462
F: 7.10853 -3.89577 1.82574
F: 5.77308 -2.40606 2.63472
H: 8.24402 0.43475 -1.25950
H: 7.38807 0.26661 -2.80874
H: 6.49426 0.28671 -1.27941
H: 8.45245 -1.88213 -2.19179
H: 6.70576 -2.07312 -2.15676

Properties
Lowest unoccupied orbital energy in Eh: 0.0114
Total charge: 0
Highest occupied orbital energy in eV: -8.524
Multiplicity: 1

Atomic charges from the Löwdin analysis, expressed in e, are listed below:
1 C -0.12
2 C -0.28
3 C -0.53
4 C -0.14
5 P 0.97
6 C -0.36
7 C -0.24
8 C -0.20
9 C -0.16
10 C -0.20
11 O -0.07
12 C -0.42
13 C 0.00
14 O 0.07
15 C -0.37
16 C -0.15
17 C -0.41
18 N 0.10
19 O 0.03
20 H 0.08
21 H 0.07
22 H 0.07
23 H 0.08
24 H 0.11
25 H 0.10
26 H 0.08
27 H 0.07
28 H 0.08
29 H 0.08
30 H 0.07
31 H 0.09
32 H 0.12
33 H 0.12
34 H 0.06
35 H 0.12
36 H 0.11
37 H 0.08
38 H 0.14
39 H 0.07
40 H 0.10
41 H 0.09
42 H 0.08
43 H 0.09
44 H 0.13
45 H 0.07
46 H 0.05
47 H 0.10
48 C -0.06
49 C -0.21
50 O 0.02
51 C -0.37
52 O 0.16
53 C -0.52
54 F 0.16
55 F 0.16
56 F 0.16
57 H 0.08
58 H 0.06
59 H 0.08
60 H 0.12
61 H 0.12
62 C -0.06
63 C -0.20
64 O 0.02
65 C -0.37
66 O 0.16
67 C -0.52
68 F 0.16
69 F 0.16
70 F 0.16
71 H 0.08
72 H 0.08
73 H 0.08
74 H 0.13
75 H 0.13

---

# 3
Below is a structure of composition C22H38N6O12S2 in a non-equilibrium geometry, with properties calculated with ωB97M-V with the def2-TZVPD basis set.

Cartesian coordinates (Å):
O: 1.00943 -1.18955 -3.44114
C: 1.84150 -2.12464 -3.35663
N: 2.56119 -2.27282 -2.32687
C: 1.98877 -3.15422 -4.45322
H: 2.38542 -1.74382 -1.48463
H: 3.42978 -2.78712 -2.29312
H: 1.23940 -3.02499 -5.23415
H: 1.75672 -4.16375 -4.11395
H: 2.92329 -3.07356 -5.00844
O: 0.64734 3.39217 -4.05224
C: 0.93207 2.33127 -3.56697
N: 0.11155 1.25161 -3.56381
C: 2.23870 2.16773 -2.80940
H: -0.76967 1.44459 -4.01803
H: 0.34428 0.29345 -3.34503
H: 3.11958 2.45204 -3.38501
H: 2.41116 1.13364 -2.51106
H: 2.32193 2.81824 -1.93877
O: 1.02031 -1.05101 -0.01767
C: 0.19688 -0.21139 -0.16902
N: 0.36603 1.01052 0.25846
C: -1.18514 -0.52690 -0.64049
H: -0.40037 1.66809 0.27670
H: 1.32913 1.22418 0.47499
H: -1.41966 -1.58393 -0.51486
H: -1.24193 -0.23117 -1.68807
H: -1.87329 0.14744 -0.13078
O: 3.61794 -4.81955 0.05300
C: 2.50893 -5.02124 -0.41335
N: 2.32890 -5.78305 -1.48129
C: 1.25751 -4.42587 0.26506
H: 3.14181 -6.15356 -1.95248
H: 1.40128 -6.10239 -1.72135
H: 1.34434 -4.48116 1.35019
H: 0.51119 -5.14881 -0.06430
H: 0.90617 -3.49405 -0.17807
N: -5.58874 0.78621 -0.48172
C: -6.81564 1.12834 0.14315
C: -7.83156 0.16980 0.32297
C: -7.58965 -1.16121 -0.09657
C: -6.36710 -1.47115 -0.71071
C: -5.30592 -0.52377 -0.82510
H: -7.05315 2.17553 0.25888
H: -8.79711 0.41563 0.73973
H: -8.43176 -1.82878 0.01111
H: -6.20094 -2.45535 -1.12321
H: -4.36819 -0.67298 -1.33967
N: -2.18501 2.80003 0.40418
C: -2.90209 3.85863 -0.14528
C: -4.17624 4.25736 0.37695
C: -4.67657 3.59880 1.47568
C: -3.96107 2.53392 2.07693
C: -2.76102 2.19162 1.46042
H: -2.58393 4.16229 -1.13167
H: -4.81079 5.04799 0.00460
H: -5.62537 3.94387 1.85923
H: -4.41704 1.88844 2.81303
H: -2.18889 1.31461 1.72487
C: 0.24537 3.91085 2.95256
C: 1.57382 4.51360 3.18075
O: 2.25728 3.43022 3.90684
S: 1.61476 1.92683 3.68623
O: 1.06417 1.39867 4.94866
O: 2.47033 1.14984 2.84163
O: 0.39692 2.52689 2.82216
H: -0.30283 4.20120 2.05630
H: -0.35420 4.20663 3.81345
H: 1.55419 5.47020 3.70290
H: 2.12294 4.70020 2.25784
C: 4.10967 -1.66346 2.11277
C: 5.10958 -2.07782 1.11874
O: 6.22280 -1.25574 1.38439
S: 6.41239 -1.16766 2.96769
O: 7.21804 -0.07460 3.48692
O: 6.69864 -2.52193 3.49821
O: 4.78558 -0.94261 3.02337
H: 3.68024 -2.48839 2.68127
H: 3.28988 -1.14627 1.61421
H: 4.83138 -1.88509 0.08261
H: 5.33469 -3.13761 1.23820

Properties
Lowest unoccupied orbital energy (alpha / beta) in Eh: -0.1184 / -0.3167
Total charge: +1
Highest occupied orbital energy (alpha / beta) in eV: -11.699 / -11.699
Multiplicity: 2

Atomic charges from the Löwdin analysis, expressed in e, are listed below:
1 O -0.03
2 C -0.56
3 N 0.22
4 C 0.01
5 H 0.09
6 H 0.14
7 H 0.08
8 H 0.08
9 H 0.09
10 O 0.38
11 C -0.41
12 N 0.27
13 C 0.07
14 H 0.15
15 H 0.04
16 H 0.11
17 H 0.10
18 H 0.11
19 O 0.04
20 C -0.66
21 N 0.20
22 C 0.02
23 H 0.05
24 H 0.11
25 H 0.10
26 H 0.07
27 H 0.05
28 O 0.03
29 C -0.62
30 N 0.16
31 C 0.01
32 H 0.12
33 H 0.11
34 H 0.09
35 H 0.06
36 H 0.05
37 N 0.04
38 C -0.12
39 C -0.07
40 C -0.07
41 C -0.07
42 C -0.12
43 H 0.09
44 H 0.10
45 H 0.10
46 H 0.09
47 H 0.08
48 N 0.03
49 C -0.09
50 C -0.06
51 C -0.09
52 C -0.04
53 C -0.18
54 H 0.09
55 H 0.10
56 H 0.11
57 H 0.11
58 H 0.10
59 C -0.22
60 C -0.13
61 O -0.20
62 S 0.71
63 O -0.23
64 O -0.23
65 O -0.23
66 H 0.13
67 H 0.14
68 H 0.14
69 H 0.13
70 C -0.26
71 C -0.21
72 O -0.19
73 S 0.75
74 O -0.21
75 O -0.25
76 O -0.19
77 H 0.14
78 H 0.11
79 H 0.13
80 H 0.12

---

The records above yield molecular weight values of 568.82 573.51 642.71 g/mol, respectively.